No. 1
ORCA calculation (ωB97M-V with the def2-TZVPD basis set) on a structure of composition C6H6O5Sn in a non-equilibrium geometry.

Each line ends with the Mulliken charge.
Cartesian coordinates (Å):
O 3.14 0.71 -0.49  -0.1215
C 2.14 0.14 -0.71  -0.0596
Sn 0.39 -0.81 -1.00  1.9765
O 1.84 -3.53 -0.16  -0.0839
C 1.32 -2.53 -0.48  0.2441
C 0.49 -0.25 -2.92  0.1777
O 0.53 0.07 -4.05  -0.1213
C -1.25 -1.80 -1.35  -0.1224
O -2.21 -2.40 -1.57  -0.1049
C -1.19 1.51 2.09  -1.2679
C -0.69 1.20 0.70  -0.3430
O 0.06 -0.07 1.04  -0.5870
H -1.83 0.73 2.46  0.3508
H -1.76 2.41 1.96  0.4154
H -0.38 1.69 2.77  0.3850
H -1.48 0.95 0.03  0.4802
H 0.00 1.90 0.30  0.3996
H 0.89 0.07 1.38  0.3823

The calculation puts the LUMO energy at -0.3911 Ha. The net charge is +2. The frontier orbital gap comes out at 5.682 eV. Its calculated total energy is -821.73585 Ha.

No. 2
ORCA calculation (ωB97M-V with the def2-TZVPD basis set) on the molecule C6H6OS.

Each line ends with the Mulliken charge.
Cartesian coordinates (Å):
C -1.30 2.08 -0.19  -0.9477
C -0.53 1.03 0.10  0.2390
C -1.12 -0.41 0.07  0.4607
O -2.27 -0.70 0.07  -0.4932
S 0.28 -1.64 -0.01  -0.1639
C 1.32 -0.25 -0.48  -0.1037
C 2.30 0.77 0.04  -0.4985
C 0.87 0.85 0.49  -0.0362
H -2.34 1.90 -0.46  0.3001
H -0.94 3.09 -0.18  0.3191
H 1.08 0.00 -1.51  0.2269
H 3.02 0.56 0.82  0.2335
H 2.69 1.39 -0.75  0.2556
H 0.87 0.42 1.50  0.2082

The calculation puts the LUMO energy at 0.0103 Ha. The frontier orbital gap comes out at 9.526 eV. For the energy above the lowest of the compared OMol25 structures with the same formula, charge and spin, the calculation gives 53.0 kcal/mol. Its calculated total energy is -705.54186 Ha.

No. 3
ORCA calculation (ωB97M-V with the def2-TZVPD basis set) on the molecule C6H6S in a non-equilibrium geometry.

Each line ends with the Mulliken charge.
Cartesian coordinates (Å):
S 2.84 -0.17 0.00  -0.2560
C 1.07 -0.09 -0.01  0.6624
C 0.37 1.11 0.01  -0.4177
C -1.01 1.11 -0.01  -0.4363
C -1.72 -0.09 0.01  -0.4314
C -1.01 -1.30 0.00  -0.4083
C 0.38 -1.28 0.01  -0.4823
H 3.09 1.15 0.00  0.1259
H 0.90 2.05 -0.01  0.2720
H -1.56 2.06 0.04  0.3369
H -2.83 -0.11 -0.03  0.3093
H -1.49 -2.24 -0.01  0.3718
H 0.96 -2.19 0.01  0.3536

The calculation puts the LUMO energy at 0.0327 Ha. The frontier orbital gap comes out at 9.333 eV. For the energy above the lowest of the compared OMol25 structures with the same formula, charge and spin, the calculation gives 0.0 kcal/mol. Its calculated total energy is -630.41282 Ha.

No. 4
ORCA calculation (ωB97M-V with the def2-TZVPD basis set) on the molecule C6H6S2 in a non-equilibrium geometry.

Each line ends with the Mulliken charge.
Cartesian coordinates (Å):
S 0.61 2.32 -2.26  -0.2932
C 0.26 0.98 -1.35  0.0444
C 0.33 1.13 0.16  -0.3714
C -0.42 0.19 1.08  -0.6825
C -0.20 -1.31 0.77  -0.2901
C -0.05 -1.40 -0.67  0.1542
C 0.30 -0.36 -1.66  -0.1521
S -0.25 -2.01 -2.29  -0.1922
H 1.43 1.10 0.18  0.2889
H -0.18 2.09 0.59  0.2792
H -1.44 0.49 0.96  0.3419
H -0.15 0.45 2.12  0.3093
H -1.00 -1.94 1.01  0.3126
H 0.77 -1.71 1.36  0.2510

The calculation puts the LUMO energy (alpha / beta) at -0.0440 / -0.0407 Ha. The frontier orbital gap (alpha / beta) comes out at 6.520 / 6.646 eV. For the energy above the lowest of the compared OMol25 structures with the same formula, charge and spin, the calculation gives 79.5 kcal/mol. Its calculated total energy is -1028.42905 Ha.

No. 5
ORCA calculation (ωB97M-V with the def2-TZVPD basis set) on a structure of composition C6H74NO31 in a non-equilibrium geometry.

Each line ends with the Mulliken charge.
Cartesian coordinates (Å):
C 53.28 -0.83 7.01  -0.7555
O 53.23 0.28 7.84  -0.4691
C 54.47 0.96 8.12  -0.3350
C 54.22 2.00 9.23  -0.5281
N 55.46 2.65 9.45  1.4878
H 56.15 2.07 10.07  -0.1688
H 55.78 2.69 8.62  0.0564
C 55.32 3.93 10.29  -0.5092
C 56.69 4.59 10.60  -1.3374
O 56.55 5.72 11.56  0.1937
C 56.37 5.28 12.90  0.2322
H 52.43 -1.35 6.58  0.0299
H 53.68 -1.70 7.60  -0.2587
H 53.56 -0.49 6.19  1.0776
H 54.80 1.36 7.11  0.4249
H 55.09 0.16 8.22  0.3179
H 53.99 1.43 10.19  -0.0584
H 53.44 2.65 8.70  0.3486
H 54.72 3.74 11.16  0.3000
H 54.50 4.54 9.84  0.1816
H 57.08 4.95 9.82  0.9275
H 57.42 3.84 10.96  0.8191
H 56.58 6.06 13.68  -0.3096
H 57.20 4.44 12.97  -0.0415
H 55.32 4.92 13.06  0.0265
O 56.31 7.10 16.21  -0.6879
H 56.55 7.58 15.49  0.3973
H 57.06 6.52 16.33  0.3175
O 52.97 6.04 11.81  -0.5736
H 52.13 6.17 11.27  0.2618
H 52.53 5.80 12.71  0.3291
O 55.72 8.07 10.81  -0.6901
H 55.94 8.37 9.88  0.3076
H 56.15 7.40 11.17  0.2611
O 56.97 1.01 10.49  -0.3725
H 56.58 0.19 10.82  0.2608
H 57.60 0.78 9.92  0.0906
O 58.04 1.37 13.47  -0.6706
H 57.79 1.58 12.64  0.1917
H 57.67 2.05 14.15  0.4482
O 57.19 0.62 6.63  -0.5955
H 56.81 -0.12 7.10  0.3593
H 58.25 0.67 6.61  0.3887
O 54.84 3.05 4.75  -0.7648
H 53.85 3.20 4.76  0.3491
H 55.20 3.12 3.82  0.2935
O 51.01 1.45 6.26  -0.7582
H 50.67 0.88 5.63  0.4002
H 51.61 1.15 6.90  0.3692
O 58.96 3.81 8.85  -0.6120
H 59.34 2.86 9.10  0.3117
H 58.03 3.56 8.51  0.2640
O 54.94 1.67 12.91  -0.5051
H 54.97 1.73 13.88  0.2707
H 53.89 1.81 12.70  0.3365
O 50.26 0.18 4.36  -0.7328
H 49.31 0.40 4.30  0.3329
H 50.25 -0.80 4.71  0.4502
O 58.26 8.75 11.65  -0.7203
H 57.61 8.47 12.33  0.4242
H 58.69 8.11 11.05  0.5372
O 57.02 8.78 14.00  -0.7839
H 56.05 8.75 13.74  0.3686
H 57.13 9.66 14.17  0.3004
O 53.29 -2.85 3.87  -0.5885
H 53.87 -2.18 4.16  0.2857
H 53.62 -3.03 2.96  0.2909
O 54.13 0.32 3.66  -0.4521
H 53.73 -0.02 2.96  0.2751
H 54.11 1.29 3.58  0.1980
O 55.14 2.70 15.44  -0.7197
H 54.81 2.17 16.14  0.2957
H 54.81 3.69 15.69  0.3657
O 56.95 2.70 7.37  -0.7744
H 57.20 1.83 7.00  0.3316
H 56.88 3.36 6.62  0.1386
O 54.78 4.66 6.91  -0.4820
H 54.93 4.21 6.14  0.2731
H 53.96 4.95 6.89  0.2576
O 53.78 5.49 15.95  -0.6584
H 53.29 5.91 16.64  0.2755
H 54.69 5.83 15.85  0.4185
O 57.44 3.05 15.44  -0.7004
H 56.50 2.85 15.62  0.5164
H 57.58 3.79 15.74  0.1549
O 49.75 -2.31 5.57  -0.7040
H 50.42 -2.97 5.46  0.3275
H 49.94 -2.25 6.56  0.3213
O 56.94 -1.95 7.46  -0.6610
H 56.62 -2.19 8.44  0.3512
H 57.86 -2.11 7.26  0.2710
O 54.57 -4.28 7.24  -0.6124
H 54.90 -3.72 6.56  0.2874
H 54.28 -5.15 6.89  0.2856
O 55.87 -0.11 12.12  -0.8143
H 55.78 0.81 12.52  0.4186
H 54.90 -0.34 12.08  0.3172
O 52.89 -3.55 9.19  -0.6721
H 53.67 -3.72 8.75  0.3593
H 52.78 -4.28 9.95  0.3106
O 59.17 3.96 12.34  -0.4962
H 59.83 3.55 11.82  0.2826
H 59.59 4.81 12.50  0.1434
O 54.39 7.81 13.37  -0.6288
H 53.72 7.27 13.49  0.1922
H 54.83 8.01 12.57  0.3051
O 59.67 6.82 10.22  -0.7676
H 59.15 5.98 9.95  0.3161
H 59.82 6.64 11.18  0.3095
O 50.55 -3.43 8.12  -0.6587
H 51.48 -3.45 8.47  0.4100
H 50.59 -4.41 8.34  0.2974

The calculation puts the LUMO energy at -0.1019 Ha. The net charge is +1. The frontier orbital gap comes out at 8.537 eV. For the energy above the lowest of the compared OMol25 structures with the same formula, charge and spin, the calculation gives 81.2 kcal/mol. Its calculated total energy is -2659.48055 Ha.

No. 6
ORCA calculation (ωB97M-V with the def2-TZVPD basis set) on the molecule C6H7B in a non-equilibrium geometry.

Each line ends with the Mulliken charge.
Cartesian coordinates (Å):
B 0.97 1.04 -0.19  0.0607
C -0.40 1.35 0.34  -0.4171
C -1.54 0.62 0.18  -0.0593
C -1.65 -0.66 -0.43  -0.5034
C -0.66 -1.48 -0.04  -0.0321
C 0.53 -1.35 0.47  -0.2226
C 1.48 -0.44 -0.16  -0.6821
H 1.59 1.94 -0.66  -0.0867
H -0.24 2.29 0.86  0.3470
H -2.62 0.91 0.18  0.2346
H -2.59 -0.85 -0.91  0.3914
H 1.02 -1.93 1.27  0.3330
H 2.37 -0.59 0.31  0.3995
H 1.74 -0.86 -1.21  0.2371

The calculation puts the LUMO energy at -0.0112 Ha. The frontier orbital gap comes out at 8.072 eV. For the energy above the lowest of the compared OMol25 structures with the same formula, charge and spin, the calculation gives 26.7 kcal/mol. Its calculated total energy is -257.51230 Ha.

No. 7
ORCA calculation (ωB97M-V with the def2-TZVPD basis set) on the molecule C6H7BF3NO2 in a non-equilibrium geometry.

Each line ends with the Mulliken charge.
Cartesian coordinates (Å):
B -0.19 1.52 0.01  0.7232
C 2.10 -1.13 1.06  -0.3449
C 1.44 -0.39 1.85  -0.6146
C 1.44 -1.94 -0.13  0.1359
C -0.21 -0.63 -1.48  -1.0296
C -0.82 0.23 -0.49  -0.1148
C -2.26 -0.05 -0.06  1.0730
N 0.56 -1.80 -0.97  -0.4446
O 0.67 2.12 -0.84  -0.5626
O -0.59 2.09 1.24  -0.5805
F -3.09 -0.38 -1.09  -0.2905
F -2.38 -1.16 0.77  -0.2920
F -2.89 0.96 0.61  -0.2512
H 3.19 -1.33 1.11  0.3437
H 0.74 0.34 2.07  0.5801
H 1.94 -2.89 -0.04  0.3690
H -0.92 -1.08 -2.15  0.3202
H 0.40 -0.21 -2.27  0.4206
H 0.77 3.07 -0.68  0.2961
H 0.09 2.66 1.48  0.2634

The calculation puts the LUMO energy (alpha / beta) at -0.0092 / -0.0543 Ha. The frontier orbital gap (alpha / beta) comes out at 8.918 / 6.666 eV. For the energy above the lowest of the compared OMol25 structures with the same formula, charge and spin, the calculation gives 101.5 kcal/mol. Its calculated total energy is -762.41843 Ha.

No. 8
ORCA calculation (ωB97M-V with the def2-TZVPD basis set) on a cluster of 2 separate species, C6H7Br in total in a non-equilibrium geometry.

Each line ends with the Löwdin spin population.
Cartesian coordinates (Å):
C 1.27 -0.76 -0.02  0.0183
C 1.36 0.73 0.19  0.0099
C -0.24 -1.06 0.17  0.1001
C -0.17 1.13 0.05  0.0853
C -0.95 0.02 -0.64  0.1666
C -0.93 0.10 0.78  0.6268
Br -4.42 0.00 -0.09  0.9412
H 1.52 -0.95 -0.98  0.0063
H 1.82 -1.33 0.67  0.0026
H 1.75 1.02 1.16  0.0016
H 1.91 1.21 -0.61  0.0020
H -0.68 -2.04 0.45  0.0047
H -0.50 2.04 0.28  0.0073
H -1.75 -0.11 -1.41  0.0273

Its spin multiplicity is 3. The calculation puts the LUMO energy (alpha / beta) at 0.0426 / -0.1262 Ha. The frontier orbital gap (alpha / beta) comes out at 10.267 / 6.253 eV. For the energy above the lowest of the compared OMol25 structures with the same formula, charge and spin, the calculation gives 0.0 kcal/mol. Its calculated total energy is -2806.60093 Ha.

No. 9
ORCA calculation (ωB97M-V with the def2-TZVPD basis set) on a cluster of 2 separate species, C6H7Br2N4 in total in a non-equilibrium geometry.

Each line ends with the Mulliken charge.
Cartesian coordinates (Å):
C -2.40 1.86 -0.39  -0.4430
C -1.76 0.63 -0.58  0.0996
C -0.70 2.82 0.94  -0.3465
C 0.15 1.68 0.62  0.8388
C 1.45 1.38 0.71  -0.3620
C 0.47 -0.35 -0.29  0.2652
N -1.89 2.85 0.50  -0.4734
N -0.48 0.61 -0.04  0.1600
N 0.23 -1.63 -0.72  -0.3745
N 1.65 0.12 0.12  -0.0552
Br 2.96 2.36 1.22  -0.0819
Br 1.82 -6.05 0.11  -0.2087
H -3.40 2.06 -0.89  0.3300
H -2.20 -0.27 -1.06  0.2542
H -0.39 3.63 1.53  0.4463
H 0.82 -2.25 -1.34  0.2866
H -0.77 -1.69 -0.75  0.1679
H 2.59 -0.37 0.14  0.2885
H 1.86 -7.39 0.16  0.2083

The calculation puts the LUMO energy at -0.1425 Ha. The net charge is +1. The frontier orbital gap comes out at 8.475 eV. For the energy above the lowest of the compared OMol25 structures with the same formula, charge and spin, the calculation gives 15.9 kcal/mol. Its calculated total energy is -5599.61252 Ha.

No. 10
ORCA calculation (ωB97M-V with the def2-TZVPD basis set) on a cluster of 2 separate species, C6H7BrClN3O in total in a non-equilibrium geometry.

Each line ends with the Mulliken charge.
Cartesian coordinates (Å):
C -0.12 0.26 0.77  -0.6094
C 0.96 0.71 0.37  1.0373
C 1.07 2.05 -2.83  0.2383
C -2.36 -0.10 1.46  -0.9570
C -0.54 -1.55 2.31  -0.5236
C 1.18 0.66 -2.59  0.2187
N 0.94 3.20 -2.87  -0.4209
N 2.28 -0.08 -3.11  -0.4907
N -0.94 -0.60 1.37  -0.0020
O 1.81 1.32 -0.22  -0.5413
Cl -0.38 -0.82 4.04  -0.2275
Br -0.34 -0.26 -2.17  -0.0697
H -2.74 -0.30 0.52  0.3202
H -2.90 -0.69 2.35  0.3506
H -2.48 0.90 1.66  0.3589
H -1.26 -2.28 2.39  0.4740
H 0.51 -2.07 2.20  0.3224
H 2.23 -0.89 -2.59  0.2393
H 3.10 0.53 -3.06  0.2824

The calculation puts the LUMO energy (alpha / beta) at -0.0154 / -0.0503 Ha. The frontier orbital gap (alpha / beta) comes out at 7.928 / 6.314 eV. For the energy above the lowest of the compared OMol25 structures with the same formula, charge and spin, the calculation gives 24.7 kcal/mol. Its calculated total energy is -3506.35028 Ha.

No. 11
ORCA calculation (ωB97M-V with the def2-TZVPD basis set) on the molecule C6H7BrClNO in a non-equilibrium geometry.

Each line ends with the Mulliken charge.
Cartesian coordinates (Å):
C -1.31 -1.24 0.48  -0.2513
C -4.28 0.69 -0.02  -0.1814
C -3.61 -1.53 -0.51  0.1762
C 0.24 0.58 0.89  -1.2970
C 0.71 -1.01 -0.89  -1.4439
C 0.09 -0.84 0.47  0.9496
N -2.39 -1.34 0.02  0.1366
O -4.54 -0.58 -0.24  -0.0351
Cl -4.19 -3.18 -0.13  -0.1762
Br -5.92 1.66 0.29  -0.1507
H -0.47 0.87 1.70  0.3702
H 0.07 1.31 0.00  0.2998
H 1.32 0.67 1.22  0.3583
H 1.82 -0.79 -0.85  0.3589
H 0.33 -0.39 -1.73  0.3682
H 0.68 -2.10 -1.25  0.3446
H 0.69 -1.61 1.04  0.1733

The calculation puts the LUMO energy (alpha / beta) at 0.0013 / 0.0013 Ha. The frontier orbital gap (alpha / beta) comes out at 7.892 / 7.891 eV. For the energy above the lowest of the compared OMol25 structures with the same formula, charge and spin, the calculation gives 78.0 kcal/mol. Its calculated total energy is -3396.81177 Ha.

No. 12
ORCA calculation (ωB97M-V with the def2-TZVPD basis set) on a structure of composition C6H7Cl2N2RhS5.

Each line ends with the Löwdin spin population.
Cartesian coordinates (Å):
Rh -0.29 0.42 -0.98  2.0685
S -0.13 -1.42 -2.44  0.4752
S -1.72 -1.52 -3.59  0.3550
S -3.16 -0.10 -2.93  0.2804
S -2.66 0.54 -1.13  0.3688
Cl -0.65 1.70 1.51  0.0429
C 0.19 0.38 2.34  0.0047
Cl 0.63 -0.91 1.19  0.0651
H -0.47 -0.04 3.08  0.0008
H 1.10 0.77 2.77  0.0006
C 0.86 6.02 -3.65  -0.0001
C 0.49 4.60 -3.34  0.0003
C -0.62 3.99 -3.93  0.0055
C -0.89 2.69 -3.56  0.0130
N -0.13 2.03 -2.68  0.0982
C 0.93 2.69 -2.16  0.0224
S 1.82 1.77 -1.00  0.1874
N 1.26 3.95 -2.46  0.0082
H 0.97 6.16 -4.73  -0.0001
H 1.79 6.28 -3.15  0.0000
H 0.07 6.69 -3.31  0.0000
H -1.23 4.51 -4.65  0.0006
H -1.72 2.14 -3.98  0.0026

Its spin multiplicity is 5. The calculation puts the LUMO energy (alpha / beta) at 0.0074 / -0.0712 Ha. The frontier orbital gap (alpha / beta) comes out at 7.774 / 5.961 eV. Its calculated total energy is -3364.21126 Ha.